(one)
C14H16N | ωB97M-V/def2-TZVPD

Orbital gap ... 7.96 eV
Charge ... +1
HOMO level ... -0.46143 hartree

Cartesian coordinates (Å):
C 1.95828 0.80912 0.51634
C 2.53252 1.67933 -0.29112
C 2.61235 1.46883 -1.75888
C 1.32428 1.74733 -2.60933
C 0.22615 1.10722 -2.01664
C -0.64626 0.66301 -1.33745
C -1.50692 0.02577 -0.39065
N -2.64049 0.50784 0.01734
C -3.56301 -0.19818 0.91842
C -0.95142 -1.21171 0.28287
C -0.46420 -2.23293 -0.52423
C 0.16942 -3.32857 0.12422
C 0.43883 -3.29676 1.48021
C -0.04396 -2.28379 2.16797
C -0.85819 -1.29496 1.70944
H 1.69143 -0.24519 0.18075
H 1.84228 1.12901 1.54310
H 2.96759 2.58035 0.10220
H 2.68722 0.37454 -1.99518
H 3.36573 2.22937 -2.04897
H 1.46849 1.57507 -3.65333
H 1.14138 2.83191 -2.63438
H -3.10006 1.17771 -0.54564
H -3.69512 0.40471 1.77564
H -4.48804 -0.38056 0.52368
H -3.17958 -1.16154 1.32293
H -0.62704 -2.15499 -1.64554
H 0.48670 -4.13539 -0.48576
H 1.02507 -3.96070 2.06314
H 0.11265 -2.28049 3.26744
H -1.32243 -0.62949 2.49231

(two)
C14H16N | ωB97M-V/def2-TZVPD

Orbital gap ... 8.14 eV
Charge ... +1
HOMO level ... -0.45391 hartree

Cartesian coordinates (Å):
C 3.16834 2.85939 -0.95681
C 2.29579 2.47043 0.27513
C 3.24317 1.86344 1.35521
N 1.15191 1.53016 -0.10469
C -0.10606 1.76995 0.28561
C -1.16561 0.78603 0.30359
C -0.81665 -0.48513 -0.16725
C -1.84619 -1.55410 -0.15039
C -2.14581 -2.28398 -1.26386
C -3.02185 -3.41540 -1.02557
C -3.79539 -3.63219 0.11951
C -3.53569 -2.72978 1.23084
C -2.54218 -1.78413 1.06070
C 0.42365 -0.70583 -0.89758
C 1.41817 0.30519 -0.66001
H 4.08141 3.49660 -0.71520
H 3.43951 1.90614 -1.43040
H 2.55528 3.36981 -1.64177
H 1.84722 3.43889 0.54396
H 3.68210 0.94695 1.07087
H 2.70590 1.65218 2.30154
H 4.11390 2.46449 1.61989
H -0.34355 2.73791 0.63210
H -2.12956 1.05245 0.55844
H -1.70173 -2.12520 -2.18189
H -3.34650 -4.05978 -1.88276
H -4.40169 -4.47731 0.04366
H -3.97290 -2.84291 2.25435
H -2.36375 -1.09901 1.91111
H 0.73547 -1.60225 -1.42317
H 2.37328 0.14699 -1.06516

Which of the structures shown above is the most stable? The most stable is (two).